Below is one molecule with the formula C9H12O2, with properties calculated with ωB97M-V/def2-TZVPD.

CARTESIAN COORDINATES (ANGSTROEM)
C -0.11 2.23 -0.21
H 1.85 -0.91 0.46
H -2.76 -1.38 2.24
H -0.53 -0.42 -2.47
O 1.48 0.65 -1.18
C -0.78 -2.13 2.33
H -1.22 2.20 -0.11
H -0.53 1.38 -2.76
H 0.36 2.26 0.84
H 1.45 0.94 -3.03
H 0.29 3.10 -0.87
C -0.71 0.59 -2.05
H -0.97 -2.75 3.19
H -2.21 0.19 0.30
H 1.35 -2.60 2.10
O 1.77 1.54 -2.25
C 0.12 0.83 -0.82
C 0.53 -1.94 1.86
C -1.78 -1.32 1.79
C -1.48 -0.43 0.80
C -0.16 -0.21 0.32
H -1.74 0.62 -1.73
C 0.82 -0.97 0.86

Its spin multiplicity is 1. Its molar mass is 152.2 g mol⁻¹. The SMILES is CC(C)(OO)c1ccccc1. For the orbital gap, the calculation gives 9.989 eV.